## one
Molecular formula: C4H12NO2
Method: DFT, wB97M-V/def2-TZVPD

The calculation puts the HOMO energy at -3.94 eV. The gap between HOMO and LUMO comes out at 0.294 Eh. As for the charge: -1. For the LUMO energy, the calculation gives 0.1494 Eh.

Each line ends with the Mulliken charge.
Element x y z (Å)
C: -1.20 -0.37 -0.02  -0.5434
O: -0.90 0.93 -0.43  -0.7411
C: -0.04 -1.34 -0.24  -0.7204
C: 1.10 -1.20 0.77  -0.6831
C: 1.50 0.24 1.08  -0.4184
N: 1.77 0.97 -0.15  -0.7894
H: -1.48 -0.37 1.06  0.2290
H: -2.09 -0.74 -0.55  0.3781
H: -0.44 -2.36 -0.17  0.3862
H: 0.33 -1.17 -1.25  0.3216
H: 0.80 -1.69 1.71  0.3036
H: 1.99 -1.73 0.43  0.3265
H: 2.40 0.23 1.71  0.4224
H: 0.69 0.71 1.66  0.2265
H: 0.87 1.10 -0.60  0.3643
H: 2.15 1.89 0.05  0.2150
H: -1.80 1.24 -1.11  0.4842
H: -2.77 2.27 -2.18  0.1740
O: -2.87 1.40 -1.77  -0.9356

## two
Molecular formula: C4H12NO2
Method: DFT, wB97M-V/def2-TZVPD

The calculation puts the HOMO energy at -3.75 eV. The gap between HOMO and LUMO comes out at 0.292 Eh. As for the charge: -1. For the LUMO energy, the calculation gives 0.1546 Eh.

Each line ends with the Mulliken charge.
Element x y z (Å)
C: -1.53 -0.15 0.08  -0.3920
N: -0.65 0.91 0.54  -0.4825
C: -0.16 1.76 -0.66  -0.6205
O: 0.60 1.04 -1.55  -0.7326
C: -1.32 -1.46 0.88  -0.3509
C: 0.09 -1.90 1.17  -1.0128
H: -1.41 -0.38 -1.06  0.3148
H: -2.62 0.15 0.46  0.1681
H: 0.16 0.58 1.14  0.3366
H: 0.37 2.55 -0.14  0.3332
H: -1.09 1.99 -1.21  0.3886
H: -1.79 -1.22 1.84  0.2226
H: -1.91 -2.22 0.32  0.3123
H: 0.68 -1.26 0.53  0.1957
H: 0.29 -2.78 0.64  0.3357
H: 0.42 -2.01 2.17  0.2682
H: 2.91 0.70 -0.33  0.2143
H: 1.48 0.34 -0.93  0.3571
O: 2.47 -0.07 -0.45  -0.8557

It is one that is most stable; the runner-up trails by 0.0513 hartree.